Here is a molecular structure, C42H32AlN3PSe2Te from OMol25. Energies are from ωB97M-V with the def2-TZVPD basis set.

XYZ file:
```
82
Properties=species:S:1:pos:R:3:lowdin_charge:R:1
Al 0.82 1.31 0.40 -0.275
C 1.76 -0.82 4.05 -0.007
C 1.88 -0.26 2.78 -0.090
N 0.97 0.55 2.27 0.048
C -0.12 0.89 3.03 -0.124
C -0.30 0.38 4.33 -0.145
C 0.68 -0.50 4.82 0.026
C -1.43 0.78 5.07 -0.034
C -2.32 1.65 4.50 -0.061
C -2.14 2.15 3.20 0.000
C -1.06 1.80 2.43 -0.175
N -0.69 2.18 1.14 0.027
C -1.30 3.16 0.36 -0.235
C -2.47 3.85 0.53 -0.008
C -2.92 4.80 -0.42 -0.057
C -2.22 5.08 -1.55 -0.030
C -1.01 4.39 -1.79 -0.146
C -0.21 4.58 -2.93 0.026
C 0.94 3.86 -3.10 -0.012
C 1.31 2.94 -2.12 -0.097
N 0.59 2.74 -1.03 0.030
C -0.56 3.45 -0.85 -0.169
H 2.54 -1.49 4.41 0.118
H 2.74 -0.47 2.15 0.046
H 0.57 -0.91 5.82 0.128
H -1.57 0.40 6.08 0.118
H -3.19 1.96 5.06 0.116
H -2.90 2.82 2.84 0.084
H -3.11 3.70 1.38 0.083
H -3.85 5.32 -0.22 0.114
H -2.57 5.81 -2.27 0.118
H -0.53 5.31 -3.67 0.129
H 1.57 3.99 -3.97 0.118
H 2.21 2.34 -2.20 0.067
Se 3.23 1.10 -0.01 0.532
P 2.85 -1.01 -0.67 0.615
Se -0.02 -0.64 -0.87 0.317
C 3.73 -1.12 -2.26 -0.428
C 2.98 -0.88 -3.41 -0.116
C 3.58 -0.91 -4.66 -0.080
C 4.94 -1.18 -4.77 -0.077
C 5.69 -1.42 -3.62 -0.070
C 5.09 -1.39 -2.38 -0.079
C 3.84 -2.07 0.44 -0.460
C 3.47 -3.41 0.53 -0.097
C 4.16 -4.29 1.35 -0.076
C 5.23 -3.83 2.10 -0.076
C 5.61 -2.49 2.03 -0.073
C 4.92 -1.62 1.20 -0.140
H 1.91 -0.68 -3.33 0.073
H 2.99 -0.73 -5.55 0.105
H 5.41 -1.20 -5.74 0.107
H 6.75 -1.63 -3.71 0.108
H 5.68 -1.59 -1.49 0.102
H 2.62 -3.77 -0.05 0.106
H 3.86 -5.32 1.40 0.107
H 5.77 -4.50 2.75 0.107
H 6.44 -2.13 2.62 0.108
H 5.20 -0.57 1.16 0.072
Te -2.35 0.38 -1.20 1.472
C -3.14 -1.23 -2.29 -0.499
C -2.99 -2.54 -1.84 -0.132
C -3.53 -3.57 -2.59 -0.063
C -4.21 -3.30 -3.77 -0.064
C -4.35 -1.99 -4.22 -0.071
C -3.82 -0.95 -3.47 -0.139
C -3.27 -0.07 0.65 -0.473
C -2.71 -0.97 1.54 -0.139
C -3.38 -1.24 2.73 -0.067
C -4.58 -0.60 3.02 -0.069
C -5.12 0.31 2.12 -0.069
C -4.47 0.58 0.93 -0.134
H -2.46 -2.74 -0.92 0.089
H -3.42 -4.59 -2.25 0.112
H -4.62 -4.11 -4.36 0.112
H -4.87 -1.78 -5.14 0.111
H -3.93 0.07 -3.81 0.095
H -1.77 -1.46 1.31 0.068
H -2.95 -1.94 3.43 0.115
H -5.09 -0.82 3.95 0.113
H -6.06 0.80 2.35 0.112
H -4.89 1.29 0.23 0.101
```

Computed properties:
- Spin multiplicity: 1
- Frontier orbital gap: 7.1233 eV
- Energy above the lowest of the compared OMol25 structures with the same formula, charge and spin: 0.9319 eV
- Energy: -7438.6645 a.u.
- E_LUMO: -2.829 eV
- Total charge: +1

Here is a molecular structure, C42H32F6O12V4 at a distorted geometry from OMol25. Energies are from ωB97M-V with the def2-TZVPD basis set.

XYZ file:
```
96
Properties=species:S:1:pos:R:3:lowdin_charge:R:1
O 1.12 4.09 2.42 -0.211
V 1.19 3.40 3.81 1.149
O -0.05 3.73 4.73 -0.223
O 1.34 -1.50 6.33 -0.240
V 1.77 -0.63 5.06 1.102
O 3.17 -1.07 4.51 -0.240
O -2.76 -4.12 0.38 -0.220
V -2.08 -3.78 -1.05 1.128
O -0.60 -4.33 -1.07 -0.223
O -2.94 0.56 -2.18 -0.265
V -1.59 -0.31 -2.52 0.987
O -1.13 0.22 -3.89 -0.221
C -0.58 -1.65 1.42 0.076
C -0.85 -1.06 0.20 -0.248
C -0.16 0.33 -0.08 -0.204
O -0.24 0.71 -1.26 0.010
C 0.54 1.00 0.98 0.062
C 0.63 0.41 2.20 -0.303
C 0.15 -1.01 2.39 -0.289
O 0.58 -1.63 3.38 0.032
O 1.08 1.11 3.20 -0.147
O -1.63 -1.52 -0.70 -0.156
H -0.93 -2.66 1.60 0.138
H 0.82 2.04 0.85 0.114
F 5.19 6.35 0.69 0.092
C 4.62 5.15 0.72 -0.272
C 3.62 4.85 -0.20 0.013
C 3.18 3.54 -0.26 -0.089
C 3.72 2.58 0.57 -0.128
C 4.75 2.86 1.47 -0.082
C 5.19 4.16 1.52 -0.015
H 3.15 5.65 -0.76 0.128
H 2.34 3.24 -0.89 0.097
H 3.40 1.56 0.40 0.082
H 5.12 2.11 2.15 0.106
H 6.02 4.42 2.16 0.125
F 2.85 -6.26 -0.51 0.061
C 3.37 -5.66 0.57 -0.280
C 4.47 -6.16 1.24 -0.002
C 4.95 -5.49 2.37 -0.051
C 4.36 -4.27 2.71 -0.092
C 3.27 -3.76 2.04 -0.098
C 2.81 -4.44 0.93 -0.033
H 4.85 -7.11 0.89 0.125
H 5.67 -5.85 3.09 0.112
H 4.74 -3.74 3.57 0.100
H 2.81 -2.82 2.30 0.079
H 2.08 -3.94 0.30 0.098
F -1.43 3.28 2.24 0.021
C -2.41 2.45 1.80 -0.266
C -3.29 2.87 0.82 0.011
C -4.34 2.03 0.43 -0.056
C -4.51 0.83 1.11 -0.085
C -3.68 0.47 2.15 -0.071
C -2.60 1.27 2.53 -0.015
H -3.10 3.82 0.33 0.120
H -4.94 2.29 -0.43 0.117
H -5.31 0.21 0.74 0.108
H -3.80 -0.50 2.63 0.111
H -1.87 1.00 3.28 0.106
F 0.87 -1.59 -2.56 -0.011
C 2.15 -2.02 -2.27 -0.260
C 2.57 -3.21 -2.84 -0.002
C 3.83 -3.71 -2.52 -0.052
C 4.65 -2.96 -1.71 -0.078
C 4.24 -1.74 -1.20 -0.066
C 2.96 -1.26 -1.47 -0.018
H 1.94 -3.74 -3.54 0.123
H 4.21 -4.64 -2.92 0.121
H 5.68 -3.23 -1.49 0.119
H 4.94 -1.15 -0.63 0.113
H 2.70 -0.31 -1.02 0.097
F -4.19 -2.55 -1.17 -0.057
C -5.42 -2.66 -1.83 -0.244
C -6.25 -3.65 -1.35 -0.019
C -7.44 -3.88 -2.00 -0.046
C -7.78 -3.10 -3.11 -0.050
C -6.88 -2.17 -3.62 -0.053
C -5.65 -1.95 -2.99 -0.011
H -5.98 -4.29 -0.52 0.125
H -8.09 -4.70 -1.72 0.120
H -8.65 -3.34 -3.70 0.116
H -7.11 -1.58 -4.49 0.119
H -4.93 -1.24 -3.37 0.107
F -2.46 7.80 -1.59 0.090
C -1.88 6.61 -1.65 -0.290
C -1.99 5.85 -2.80 -0.011
C -1.34 4.62 -2.93 -0.058
C -0.43 4.23 -1.94 -0.094
C -0.36 4.97 -0.78 -0.112
C -1.06 6.16 -0.62 -0.009
H -2.61 6.26 -3.59 0.125
H -1.62 4.03 -3.79 0.108
H 0.09 3.28 -2.03 0.079
H 0.23 4.69 0.08 0.071
H -1.01 6.84 0.23 0.122
```

Computed properties:
- Spin multiplicity: 1
- Frontier orbital gap: 4.4762 eV
- Energy above the lowest of the compared OMol25 structures with the same formula, charge and spin: 0.8447 eV
- Energy: -6897.0375 a.u.
- E_LUMO: -8.354 eV
- Total charge: +2

Here is a molecular structure, C42H32F6O6V at a distorted geometry from OMol25. Energies are from ωB97M-V with the def2-TZVPD basis set.

XYZ file:
```
87
Properties=species:S:1:pos:R:3:lowdin_charge:R:1
O -0.21 0.41 -0.59 -0.344
V 0.45 -0.94 -0.08 0.934
O 1.74 -0.65 0.85 -0.313
C 3.14 -3.24 -2.54 0.015
C 2.05 -2.69 -1.86 -0.334
C 1.24 -3.64 -0.93 -0.314
O 0.55 -3.04 -0.03 -0.135
C 1.28 -5.02 -1.10 0.012
C 2.31 -5.55 -1.86 -0.379
C 3.33 -4.63 -2.51 -0.367
O 4.39 -5.09 -2.99 0.023
O 2.43 -6.79 -1.96 0.018
O 1.65 -1.49 -1.90 -0.090
H 3.84 -2.63 -3.08 0.104
H 0.59 -5.71 -0.64 0.112
F -0.79 -0.70 1.73 -0.002
C -1.11 -1.15 2.98 -0.223
C -0.46 -2.27 3.45 0.014
C -0.76 -2.73 4.74 -0.070
C -1.69 -2.07 5.52 -0.089
C -2.37 -0.98 4.97 -0.087
C -2.09 -0.50 3.72 0.004
H 0.18 -2.85 2.79 0.124
H -0.09 -3.46 5.16 0.107
H -1.89 -2.52 6.49 0.099
H -3.16 -0.54 5.57 0.104
H -2.66 0.30 3.26 0.101
F 2.85 1.06 -0.80 0.063
C 3.98 1.28 -1.47 -0.276
C 4.18 0.61 -2.65 -0.003
C 5.29 0.85 -3.46 -0.071
C 6.21 1.82 -3.03 -0.110
C 6.06 2.43 -1.79 -0.100
C 4.93 2.18 -1.01 -0.025
H 3.43 -0.10 -2.96 0.104
H 5.41 0.45 -4.45 0.102
H 7.14 1.97 -3.55 0.091
H 6.83 3.06 -1.36 0.096
H 4.77 2.74 -0.10 0.109
F -1.72 -1.50 -0.93 0.008
C -2.38 -2.37 -1.72 -0.258
C -1.68 -2.92 -2.80 0.004
C -2.37 -3.76 -3.66 -0.065
C -3.68 -4.15 -3.36 -0.105
C -4.36 -3.61 -2.30 -0.085
C -3.70 -2.65 -1.51 -0.012
H -0.69 -2.55 -3.02 0.119
H -1.89 -4.14 -4.55 0.108
H -4.12 -4.80 -4.11 0.098
H -5.37 -3.92 -2.05 0.098
H -4.25 -2.29 -0.65 0.113
F 3.99 2.45 6.24 0.049
C 3.13 2.38 5.21 -0.291
C 3.65 1.99 3.97 -0.016
C 2.81 1.84 2.89 -0.071
C 1.45 2.03 3.03 -0.078
C 0.93 2.49 4.25 -0.076
C 1.79 2.69 5.32 -0.032
H 4.73 1.92 3.92 0.116
H 3.29 1.51 1.98 0.097
H 0.71 1.91 2.25 0.094
H -0.14 2.70 4.24 0.086
H 1.40 2.96 6.30 0.110
F -3.68 0.93 0.10 0.074
C -3.52 1.82 1.07 -0.289
C -4.54 2.03 2.01 -0.036
C -4.36 2.89 3.07 -0.100
C -3.17 3.60 3.18 -0.097
C -2.19 3.49 2.20 -0.082
C -2.32 2.51 1.23 -0.021
H -5.46 1.47 1.87 0.117
H -5.20 3.00 3.74 0.103
H -3.13 4.40 3.91 0.099
H -1.28 4.07 2.19 0.108
H -1.58 2.52 0.43 0.112
F -1.56 -0.06 -3.78 0.084
C -1.81 1.24 -3.87 -0.281
C -1.36 1.99 -4.94 -0.021
C -1.66 3.34 -4.98 -0.098
C -2.25 3.99 -3.91 -0.099
C -2.67 3.22 -2.82 -0.078
C -2.43 1.85 -2.79 -0.007
H -0.85 1.49 -5.76 0.118
H -1.35 3.90 -5.86 0.100
H -2.44 5.05 -3.92 0.094
H -3.03 3.69 -1.91 0.097
H -2.63 1.23 -1.94 0.091
```

Computed properties:
- Spin multiplicity: 1
- Frontier orbital gap: 6.6244 eV
- Energy above the lowest of the compared OMol25 structures with the same formula, charge and spin: 0.0000 eV
- Energy: -3614.3631 a.u.
- E_LUMO: 2.043 eV
- Total charge: -1

Here is a molecular structure, C42H33F3GeHfIN5O5S at a distorted geometry from OMol25. Energies are from ωB97M-V with the def2-TZVPD basis set.

XYZ file:
```
92
Properties=species:S:1:pos:R:3:lowdin_charge:R:1
Hf -1.71 1.78 3.06 1.487
C 6.00 -6.39 -3.53 -0.074
O 5.37 -6.76 -2.31 -0.092
C 4.81 -5.77 -1.56 -0.260
C 5.18 -4.40 -1.59 -0.002
C 4.40 -3.49 -0.90 -0.023
C 3.19 -3.87 -0.35 -0.164
C 2.86 -5.23 -0.28 -0.034
C 3.66 -6.16 -0.83 -0.008
C 2.31 -2.85 0.18 -0.234
N 2.61 -1.54 0.27 0.189
C 1.56 -0.93 0.81 -0.203
C 0.52 -1.90 1.13 -0.086
N 1.04 -3.10 0.64 0.178
C -0.80 -1.83 1.66 -0.078
C -1.47 -2.83 2.36 0.007
C -2.62 -2.51 3.12 -0.040
C -3.18 -1.23 3.09 -0.130
N -2.50 -0.22 2.41 -0.064
C -1.41 -0.51 1.64 -0.262
C 0.37 1.09 1.38 -0.303
N 0.30 2.28 2.11 -0.022
C 1.42 2.84 2.58 -0.093
C 2.67 2.23 2.37 -0.022
C 2.82 1.05 1.62 0.049
C 1.63 0.42 1.24 -0.093
H 6.36 -7.34 -3.98 0.097
H 6.87 -5.71 -3.40 0.090
H 5.33 -5.93 -4.26 0.096
H 6.07 -4.02 -2.11 0.118
H 4.66 -2.45 -0.89 0.111
H 1.93 -5.49 0.28 0.117
H 3.46 -7.22 -0.71 0.127
H 0.65 -4.02 0.83 0.147
H -1.05 -3.80 2.45 0.104
H -3.10 -3.28 3.73 0.113
H -4.13 -1.00 3.58 0.049
H 1.33 3.82 3.06 0.126
H 3.52 2.73 2.83 0.106
H 3.82 0.66 1.46 0.115
N -0.33 1.18 6.86 0.124
C -0.28 2.14 5.93 -0.635
O -0.57 1.73 4.70 -0.312
C 0.06 3.47 6.20 0.018
I -4.12 1.61 5.05 0.015
H -0.46 0.21 6.57 0.107
H -0.05 1.38 7.80 0.099
H 0.02 4.15 5.36 0.017
H 0.38 3.75 7.23 0.051
C -0.83 0.57 0.83 -0.311
Ge -0.95 0.94 -1.11 1.081
C -2.77 0.82 -1.86 -0.265
C -3.87 0.50 -1.02 -0.090
C -5.14 0.36 -1.60 -0.099
C -5.36 0.54 -2.96 -0.099
C -4.28 0.79 -3.78 -0.074
C -2.98 0.94 -3.24 -0.094
C -0.16 2.58 -1.88 -0.236
C 0.22 3.73 -1.19 -0.101
C 0.43 4.96 -1.82 -0.072
C 0.30 5.04 -3.22 -0.095
C 0.11 3.88 -3.93 -0.092
C -0.02 2.65 -3.28 -0.117
C -0.07 -0.49 -2.17 -0.259
C -0.87 -1.53 -2.72 -0.113
C -0.43 -2.24 -3.80 -0.112
C 0.85 -2.05 -4.32 -0.096
C 1.66 -1.07 -3.77 -0.088
C 1.19 -0.27 -2.70 -0.131
H -3.77 0.45 0.08 0.091
H -6.01 0.14 -0.98 0.105
H -6.34 0.49 -3.36 0.089
H -4.46 0.92 -4.82 0.091
H -2.16 1.19 -3.90 0.090
H 0.28 3.67 -0.12 0.072
H 0.60 5.87 -1.24 0.106
H 0.43 6.01 -3.70 0.106
H 0.05 3.87 -5.02 0.107
H -0.07 1.75 -3.89 0.089
H -1.88 -1.75 -2.35 0.110
H -1.11 -2.95 -4.28 0.106
H 1.19 -2.60 -5.25 0.115
H 2.69 -0.97 -4.10 0.099
H 1.83 0.48 -2.32 0.092
F -4.53 5.59 3.21 0.137
C -4.36 4.82 2.10 -0.586
F -4.56 5.64 1.04 0.120
F -5.24 3.82 2.10 0.129
S -2.58 4.23 1.87 0.683
O -2.56 2.79 1.28 -0.438
O -1.95 5.24 1.08 -0.222
O -1.92 3.92 3.23 -0.453
```

Computed properties:
- Spin multiplicity: 1
- Frontier orbital gap: 6.3151 eV
- Energy above the lowest of the compared OMol25 structures with the same formula, charge and spin: 0.0000 eV
- Energy: -5390.7875 a.u.
- E_LUMO: -0.826 eV
- Total charge: 0

Here is a molecular structure, C42H34BrClN7O8Yb at a distorted geometry from OMol25. Energies are from ωB97M-V with the def2-TZVPD basis set.

XYZ file:
```
94
Properties=species:S:1:pos:R:3:lowdin_charge:R:1
Yb 11.15 15.83 13.19 1.074
O 12.83 16.59 8.79 -0.116
C 13.50 15.60 8.19 -0.311
C 14.22 15.77 6.98 -0.053
C 14.43 14.72 6.18 -0.158
C 14.43 13.43 6.68 -0.125
C 13.89 13.25 7.98 -0.061
C 13.27 14.27 8.66 -0.139
C 12.40 14.06 9.85 -0.376
O 11.99 15.16 10.57 -0.130
N 13.22 13.19 10.80 0.060
N 12.51 12.83 11.80 0.037
C 13.07 11.92 12.72 -0.148
C 12.33 11.24 13.60 0.009
Br 9.41 14.26 14.61 -0.048
C 11.36 10.80 14.41 -0.029
C 10.79 9.40 14.42 -0.217
C 9.72 9.03 15.20 -0.038
C 9.35 7.67 15.27 -0.094
C 9.83 6.77 14.32 -0.106
C 10.92 7.18 13.48 -0.079
C 11.41 8.47 13.56 -0.041
H 12.09 15.98 9.84 0.096
H 14.28 16.74 6.62 0.079
H 14.77 14.76 5.16 0.083
H 14.64 12.58 6.05 0.072
H 14.03 12.27 8.41 0.087
H 11.52 13.41 9.55 0.161
H 14.49 14.37 11.39 0.124
H 14.17 11.63 12.59 0.127
H 10.82 11.60 14.97 0.080
H 9.21 9.81 15.73 0.113
H 8.73 7.19 16.10 0.116
H 9.59 5.74 14.40 0.078
H 11.26 6.40 12.86 0.078
H 12.25 8.79 12.95 0.109
O 5.61 16.67 12.78 0.095
C 5.95 17.04 14.01 -0.495
O 5.19 17.32 14.92 0.023
C 7.41 17.37 14.25 -0.058
C 8.00 17.62 15.52 -0.672
Cl 7.37 17.24 16.98 0.835
N 9.31 17.83 15.32 -0.087
N 9.63 17.58 14.02 0.035
C 8.50 17.41 13.30 -0.169
C 8.64 16.94 11.92 -0.627
O 7.67 16.42 11.32 0.002
O 9.84 16.97 11.52 -0.116
C 10.32 18.22 16.13 -0.199
C 9.96 19.09 17.15 -0.124
C 10.89 19.44 18.11 -0.161
C 12.25 18.89 18.08 -0.128
C 12.65 18.06 17.07 -0.105
C 11.83 17.80 15.86 -0.309
H 6.34 16.26 12.24 0.071
H 8.95 19.49 17.11 0.098
H 10.57 20.07 18.94 0.051
H 12.91 19.22 18.87 0.076
H 13.70 17.70 17.07 0.124
H 12.77 16.29 14.85 0.052
O 15.04 15.26 11.50 0.071
C 14.26 16.08 12.21 -0.439
O 13.43 15.58 13.05 -0.149
C 14.30 17.42 11.78 -0.117
C 14.98 17.89 10.65 0.009
C 14.94 19.27 10.37 -0.063
C 13.97 20.10 11.05 -0.053
C 13.16 19.54 12.02 -0.065
N 13.57 18.38 12.52 0.023
H 15.34 17.13 9.92 0.134
H 15.66 19.75 9.70 0.090
H 13.84 21.15 10.74 0.101
H 12.34 20.06 12.42 0.085
C 11.47 21.04 14.46 -0.068
C 12.69 20.15 14.99 -0.141
C 12.50 18.66 14.76 -0.174
N 13.00 17.98 13.80 0.132
H 11.87 21.47 13.51 0.058
H 11.17 21.83 15.16 0.061
H 10.56 20.41 14.32 0.081
H 12.86 20.41 16.05 0.100
H 13.60 20.47 14.53 0.091
N 11.98 16.40 15.45 -0.032
C 11.96 15.41 16.42 -0.326
C 11.25 15.48 17.60 -0.030
C 11.33 14.41 18.53 -0.065
C 12.01 13.24 18.11 -0.125
C 12.79 13.23 16.95 -0.116
C 12.69 14.27 16.02 -0.051
H 10.63 16.34 17.80 0.103
H 10.85 14.58 19.50 0.096
H 12.08 12.33 18.77 0.093
H 13.59 12.52 16.92 0.090
H 13.12 14.05 15.09 0.070
```

Computed properties:
- Spin multiplicity: 2
- Frontier orbital gap (alpha / beta): 4.7269 / 4.6931 eV
- Energy above the lowest of the compared OMol25 structures with the same formula, charge and spin: 2.3658 eV
- Energy: -6798.9158 a.u.
- E_LUMO (alpha / beta): 3.462 / 3.431 eV
- Total charge: -2